No. 1
The following is a quantum chemistry calculation of a 2-piece molecular cluster, C4H13N2O overall at a distorted geometry, from the OMol25 dataset.

Orbital gap   9.5 eV
Highest occupied orbital energy   -12.61 eV
Relative energy (zero: lowest compared OMol25 entry of this formula, charge and spin)   287.5 kJ/mol
LUMO energy   -3.158 eV
DFT total energy   -344.657329 a.u.

The geometry in ORCA input format:
```
! wB97M-V def2-TZVPD RIJCOSX def2/J DEFGRID3
* xyz 1 1
H 1.119 -1.039 1.499
H -1.806 -1.904 -1.174
H 1.546 1.081 -0.379
H -0.256 -1.684 -1.941
O 0.379 3.781 -0.491
H 0.245 4.563 0.050
H -1.027 1.432 0.767
C 0.856 -0.956 0.398
N -0.854 -1.547 -1.089
H 1.856 -1.269 -0.033
H 0.853 4.010 -1.295
H -1.607 -3.270 0.997
H 0.038 -3.145 1.872
H -1.134 0.343 -0.680
C 0.757 0.541 0.206
H -0.538 1.682 -0.965
H 1.038 1.026 1.148
C -0.640 -2.763 1.103
N -0.634 1.101 -0.110
C -0.190 -1.985 0.115
*
```

No. 2
The following is a quantum chemistry calculation of one molecule with the formula C4H4N2O4 at a distorted geometry, from the OMol25 dataset.

Orbital gap   9.0 eV
Highest occupied orbital energy   -9.47 eV
Relative energy (zero: lowest compared OMol25 entry of this formula, charge and spin)   405.7 kJ/mol
LUMO energy   -0.501 eV
DFT total energy   -565.027064 a.u.

The geometry in ORCA input format:
```
! wB97M-V def2-TZVPD RIJCOSX def2/J DEFGRID3
* xyz 0 1
H 1.744 1.482 -0.431
N 0.462 -1.532 -0.214
O -2.154 2.065 0.694
O -0.561 2.549 -0.686
C 1.801 0.474 -0.026
C -0.738 0.460 0.026
H 1.177 -2.041 0.295
C -1.852 -1.570 0.015
O -0.771 -2.233 -0.068
O -3.012 -1.697 0.043
H 2.509 -0.112 -0.605
C 0.435 -0.140 -0.076
H 2.144 0.527 1.007
N -1.184 1.769 0.024
*
```

No. 3
The following is a quantum chemistry calculation of one molecule with the formula C15H8F2N4 at a distorted geometry, from the OMol25 dataset.

Orbital gap   8.3 eV
Highest occupied orbital energy   -8.44 eV
LUMO energy   -0.172 eV
DFT total energy   -995.143690 a.u.

The geometry in ORCA input format:
```
! wB97M-V def2-TZVPD RIJCOSX def2/J DEFGRID3
* xyz 0 1
C -0.046 -0.773 -2.454
N -0.166 1.024 0.761
F -0.371 2.862 3.116
N 1.015 1.567 -1.081
C 0.117 3.217 1.936
C -1.061 -4.244 1.028
C -0.660 -3.027 -2.456
C 0.333 0.622 -0.472
H 0.513 5.174 2.581
F 1.623 6.212 0.312
C 1.160 4.933 0.473
N 0.928 2.651 -0.277
C -0.642 -3.123 1.739
C 1.298 3.983 -0.523
C -1.022 -4.239 -0.352
C 0.252 2.267 0.870
C 0.574 4.494 1.770
H 1.793 4.239 -1.490
C -0.648 -3.063 -1.054
N -0.326 -1.904 -3.146
H -1.359 -5.087 -0.917
H -0.657 -3.147 2.833
C -0.270 -1.970 1.036
C -0.262 -1.881 -0.358
H -0.881 -3.942 -2.983
H 0.145 0.109 -3.037
C 0.036 -0.719 -1.096
H 0.079 -1.133 1.679
H -1.494 -5.105 1.561
*
```

No. 4
The following is a quantum chemistry calculation of a 3-piece molecular cluster, C29H53Br2F4N2O7P overall at a distorted geometry, from the OMol25 dataset.

Orbital gap (alpha / beta)   7.4 / 7.9 eV
Highest occupied orbital energy (alpha / beta)   -8.72 / -9.21 eV
LUMO energy (alpha / beta)   -1.308 / -1.308 eV
DFT total energy   -7661.339736 a.u.

The geometry in ORCA input format:
```
! wB97M-V def2-TZVPD RIJCOSX def2/J DEFGRID3
* xyz 0 3
H -1.997 -1.834 -1.747
H -5.135 -3.530 7.835
H -0.910 -1.882 -5.918
H 2.717 -0.882 -4.040
C 1.340 0.447 -2.611
C 2.765 5.614 -1.535
P 0.724 -0.250 -6.024
H 1.417 3.946 -1.398
C 2.744 7.148 -4.377
C 1.354 5.033 -1.537
C -0.881 4.807 -2.699
H 3.323 8.002 -4.752
H -4.587 -6.350 3.887
O -2.005 -4.110 -0.766
H -2.098 -0.861 5.336
H -0.026 -3.317 -0.107
O 1.343 1.502 -3.623
H -5.255 -5.405 6.197
C 4.263 -2.004 -1.326
C -4.241 -3.855 7.289
H -1.065 -1.120 6.728
H 3.772 7.477 -1.897
Br 5.160 -2.926 1.356
C -4.664 -4.507 5.975
C 0.541 1.204 -4.807
C -1.628 -1.634 -0.630
C -0.427 -0.522 -0.711
H 1.884 -2.007 -1.196
H -3.950 -1.855 6.597
H -2.983 -2.266 8.002
C -1.185 -3.094 -0.029
C 1.851 9.064 -3.129
H -4.657 -4.740 3.197
H -0.263 -3.123 7.297
C 2.733 -1.868 -1.987
H -0.509 -4.459 6.204
N 0.598 6.828 -3.165
H 2.648 -2.806 -2.721
H -2.536 -1.141 -0.078
H 0.517 -0.752 -0.063
H 2.561 -1.476 -6.561
H -0.875 3.718 -2.570
H 3.228 5.437 -0.557
H -3.343 -6.970 5.708
H 3.592 0.116 -2.705
H -0.874 0.504 -0.304
O -0.482 2.067 -5.065
H 3.471 6.348 -4.211
C -1.041 -3.768 6.869
H 2.854 9.510 -3.177
H -0.243 -4.124 -2.129
H -1.040 0.268 -2.743
H -0.091 -1.368 -2.856
C 1.939 7.501 -3.097
H 0.667 4.779 -4.954
O -3.141 -2.806 3.993
H -0.557 -1.727 5.144
C -3.996 -5.441 3.721
C -2.704 -6.077 5.693
H 0.816 5.418 -0.663
N -2.520 -3.713 4.872
H -1.868 -4.710 -2.887
O 2.354 -0.475 -6.591
C -2.125 -2.957 6.108
C -3.457 -4.869 5.071
H -3.740 -4.583 7.933
F 3.270 -4.274 -0.456
H -1.473 5.027 -3.596
H 3.393 5.097 -2.266
H -1.812 -6.329 5.107
F 5.587 -4.261 -1.090
C -0.079 -0.305 -2.334
H -1.412 5.214 -1.831
C 4.481 -3.418 -0.504
O -0.013 -1.721 -5.457
C 1.163 4.532 -4.007
H 1.015 3.458 -3.836
O -0.259 7.485 -2.262
H 2.235 4.657 -4.141
C -1.424 -1.590 5.802
H 2.087 6.858 -5.204
C 2.739 7.113 -1.818
C 2.617 -0.536 -2.928
F 1.694 1.141 -1.314
H -2.400 -5.925 6.727
H -5.340 -3.824 5.448
F 5.296 -2.003 -2.422
H -1.450 -4.336 7.708
C -1.241 -4.684 -1.885
Br 4.727 -0.519 -0.068
H -1.582 -3.146 1.095
H -0.938 -5.801 -1.603
C 0.572 5.363 -2.834
C -3.337 -2.652 7.037
H 2.306 7.616 -0.943
H 1.379 9.482 -2.232
H -3.172 -5.704 3.047
H 1.293 9.413 -4.006
*
```

No. 5
The following is a quantum chemistry calculation of H43O21 as an isolated structure at a distorted geometry, from the OMol25 dataset.

Orbital gap (alpha / beta)   9.7 / 2.4 eV
Highest occupied orbital energy (alpha / beta)   -15.60 / -15.58 eV
Relative energy (zero: lowest compared OMol25 entry of this formula, charge and spin)   557.4 kJ/mol
LUMO energy (alpha / beta)   -5.905 / -13.173 eV
DFT total energy   -1604.934498 a.u.

The geometry in ORCA input format:
```
! wB97M-V def2-TZVPD RIJCOSX def2/J DEFGRID3
* xyz 2 2
O 1.489 2.067 0.348
O -3.261 1.725 0.254
H 2.251 -1.628 -2.833
O 0.514 -0.702 1.771
H 3.739 -0.789 2.119
H -1.188 5.024 -1.073
H -3.385 -1.877 -3.213
O 4.122 1.017 -0.097
O 2.950 -0.605 1.512
H -0.405 2.514 3.045
H -1.283 2.840 -4.600
H -2.663 0.183 -2.275
H 3.841 0.104 -0.191
H -3.287 -2.926 3.274
H 2.897 -0.330 4.368
O 3.520 -1.040 4.140
O -1.911 4.462 -0.759
O -1.718 -0.457 1.577
O -3.432 -2.595 1.183
O -2.378 -2.598 3.273
H 0.354 -1.606 2.061
H 2.434 0.440 -2.512
H -2.180 -1.091 2.172
H -2.225 0.351 1.568
H -2.318 4.295 -1.634
H 3.002 -1.600 3.539
H 2.653 0.194 2.048
H 1.945 1.231 0.167
H -0.198 0.213 -1.389
O 1.371 -3.347 1.547
H 5.018 1.203 0.206
H 2.129 -1.868 -1.174
O 0.014 3.713 1.358
O 1.851 3.367 -2.333
H -1.635 2.020 2.541
H 2.094 -3.775 1.071
H 0.503 4.507 1.232
H 0.673 1.710 0.729
O -0.578 -4.874 -1.201
O -2.736 -2.389 -2.729
H -2.709 2.055 -0.443
O 0.006 -0.498 -0.779
H -0.509 3.023 1.058
O -1.096 2.152 -3.961
H 1.181 -0.710 1.018
O -0.815 1.630 2.887
H -4.185 1.953 0.196
O -2.964 1.133 -2.350
H 2.059 3.490 -1.422
H 1.160 -4.130 2.109
H -2.498 -2.670 1.018
H 2.185 4.044 -2.927
O 2.195 -2.208 -2.044
H 3.405 0.654 -3.659
H -2.806 -3.265 -3.142
H -0.146 2.154 -3.851
O 2.843 -0.016 -3.262
H -1.084 -4.870 -1.941
H -0.588 -1.183 -1.114
H -3.827 -3.287 0.644
H 0.344 -5.046 -1.416
H -1.698 -3.248 3.462
H -0.587 0.086 1.504
H -2.159 1.535 -2.695
*
```

No. 6
The following is a quantum chemistry calculation of an isolated ion of composition C5H9BrN and charge +1 at a distorted geometry, from the OMol25 dataset.

Orbital gap (alpha / beta)   6.2 / 8.9 eV
Highest occupied orbital energy (alpha / beta)   -12.57 / -13.87 eV
Relative energy (zero: lowest compared OMol25 entry of this formula, charge and spin)   381.2 kJ/mol
LUMO energy (alpha / beta)   -6.370 / -4.938 eV
DFT total energy   -2824.235555 a.u.

The geometry in ORCA input format:
```
! wB97M-V def2-TZVPD RIJCOSX def2/J DEFGRID3
* xyz 1 1
H 1.162 2.179 -1.409
H -2.315 -1.273 -0.078
H -0.088 -2.240 1.078
C 0.765 1.941 -0.358
C -0.784 0.237 0.508
H -0.832 -0.164 1.581
H -1.572 1.083 0.368
C 1.483 -0.236 0.376
H -0.272 2.493 -0.302
C -0.541 -2.232 0.044
H -1.142 -0.702 -1.338
N 0.594 0.598 0.122
H 1.603 2.466 0.163
H -0.181 -2.975 -0.641
C -1.154 -0.985 -0.305
Br 3.272 -0.190 0.189
*
```

No. 7
The following is a quantum chemistry calculation of a 2-piece molecular cluster, BrClHP overall at a distorted geometry, from the OMol25 dataset.

Orbital gap (alpha / beta)   7.8 / 6.4 eV
Highest occupied orbital energy (alpha / beta)   -10.53 / -9.63 eV
Relative energy (zero: lowest compared OMol25 entry of this formula, charge and spin)   237.5 kJ/mol
LUMO energy (alpha / beta)   -2.688 / -3.268 eV
DFT total energy   -3376.084416 a.u.

The geometry in ORCA input format:
```
! wB97M-V def2-TZVPD RIJCOSX def2/J DEFGRID3
* xyz 0 1
P -0.407 -0.222 0.766
H -1.283 -0.390 -0.205
Br 0.716 -1.790 -0.254
Cl 0.974 2.402 -0.307
*
```

No. 8
The following is a quantum chemistry calculation of an isolated ion of composition CH2IO3S and charge -1, from the OMol25 dataset.

Orbital gap   8.2 eV
Highest occupied orbital energy   -5.01 eV
Relative energy (zero: lowest compared OMol25 entry of this formula, charge and spin)   30.2 kJ/mol
LUMO energy   3.143 eV
DFT total energy   -960.972822 a.u.

The geometry in ORCA input format:
```
! wB97M-V def2-TZVPD RIJCOSX def2/J DEFGRID3
* xyz -1 1
O 0.448 -1.804 -0.648
O 0.179 -0.293 -2.550
O 0.671 0.759 -0.087
S 0.985 -0.658 -1.391
C -0.082 0.419 0.912
H 0.308 0.707 1.894
H -0.411 -0.628 0.901
I -2.097 1.498 0.970
*
```